Here is a molecular structure, C54H36AsN4ORuS6 from OMol25. Energies are from ωB97M-V/def2-TZVPD.

Structure (XYZ):
```
103
Properties=species:S:1:pos:R:3:forces:R:3
Ru -0.659 0.198 0.232 0.02 -0.20 0.22
S 1.748 -1.413 5.932 0.03 0.02 -0.04
C 2.050 -1.780 7.570 0.02 -0.01 0.00
C 0.931 -1.641 8.331 -0.03 0.00 0.02
C -0.193 -1.231 7.569 0.00 -0.02 0.02
C 0.090 -1.064 6.242 -0.03 0.01 0.01
C -0.815 -0.640 5.168 0.04 -0.02 0.00
C -0.479 -0.854 3.814 -0.03 0.00 -0.04
N -1.219 -0.456 2.811 -0.02 -0.02 0.08
C -2.380 0.171 3.055 -0.02 0.02 -0.10
C -2.846 0.377 4.358 -0.03 0.01 0.03
C -4.137 0.967 4.568 0.00 0.00 0.02
C -4.924 1.275 3.520 -0.03 0.01 0.01
C -4.480 1.067 2.169 -0.05 0.02 -0.05
C -5.325 1.309 1.077 0.02 0.00 0.08
C -4.882 1.038 -0.194 -0.12 0.01 -0.02
C -3.552 0.625 -0.336 0.08 -0.03 -0.03
N -2.705 0.462 0.660 -0.02 -0.07 -0.15
C -3.184 0.588 1.927 0.09 -0.04 0.10
C -5.709 1.192 -1.397 0.00 -0.02 0.03
C -5.674 0.437 -2.535 0.03 -0.01 -0.01
C -6.597 0.880 -3.518 0.04 0.00 -0.03
C -7.308 1.967 -3.111 -0.04 -0.03 0.02
S -6.874 2.450 -1.531 0.02 0.07 -0.01
C -2.019 -0.023 5.419 -0.02 0.04 0.01
H 3.036 -2.079 7.886 -0.01 0.01 0.00
H 0.905 -1.828 9.395 0.00 0.00 -0.01
H -1.178 -1.083 7.991 0.01 0.00 -0.01
H 0.435 -1.377 3.549 0.02 -0.01 0.00
H -4.475 1.133 5.583 0.00 0.00 -0.01
H -5.914 1.687 3.671 0.01 0.00 0.00
H -6.335 1.663 1.251 0.00 0.00 0.01
H -3.163 0.434 -1.322 0.01 0.02 -0.02
H -5.019 -0.416 -2.658 -0.01 0.02 -0.01
H -6.722 0.413 -4.484 0.01 0.01 0.01
H -8.066 2.507 -3.654 0.00 -0.01 0.01
H -2.340 0.173 6.435 0.01 0.00 0.00
S -0.560 2.401 -0.787 0.10 0.06 -0.02
C 0.348 2.932 0.578 -0.02 -0.02 -0.01
S 0.089 1.849 1.893 0.06 0.08 0.07
C 1.194 4.011 0.579 0.07 0.06 0.00
C 1.878 4.406 1.766 0.01 0.00 -0.01
N 2.425 4.730 2.727 -0.02 -0.02 -0.02
C 1.454 4.724 -0.629 -0.09 0.03 0.01
N 1.658 5.275 -1.620 0.05 -0.03 0.03
S -1.050 -2.169 0.496 0.07 0.14 -0.09
C -0.796 -2.973 -1.049 0.00 -0.08 0.07
C -0.834 -4.377 -1.056 0.00 -0.01 -0.03
C -0.693 -5.088 -2.231 -0.01 0.03 0.01
C -0.506 -4.423 -3.442 0.00 -0.02 0.02
C -0.451 -3.042 -3.448 0.02 0.00 -0.05
C -0.589 -2.317 -2.265 -0.01 0.04 -0.02
As -0.400 -0.401 -2.133 0.04 -0.03 -0.05
C -1.328 0.412 -3.644 -0.08 -0.04 -0.05
C -2.287 1.408 -3.492 0.04 0.02 -0.02
C -2.914 1.965 -4.600 0.01 -0.02 0.01
C -2.583 1.536 -5.874 0.00 -0.01 0.00
C -1.599 0.569 -6.040 -0.01 0.00 0.00
C -0.970 0.020 -4.935 -0.02 0.03 0.01
C 1.414 -0.103 -2.763 -0.05 0.05 -0.03
C 1.772 1.161 -3.224 0.01 -0.03 -0.02
C 3.076 1.403 -3.639 0.00 -0.02 0.00
C 4.022 0.387 -3.588 -0.02 0.00 0.00
C 3.663 -0.873 -3.128 -0.03 0.00 0.00
C 2.358 -1.120 -2.721 0.05 0.00 0.00
H -0.989 -4.897 -0.119 0.00 0.01 -0.01
H -0.732 -6.170 -2.208 0.00 0.01 0.00
H -0.398 -4.977 -4.365 0.00 0.00 0.01
H -0.291 -2.529 -4.387 0.00 -0.05 0.07
H -2.526 1.805 -2.517 -0.02 -0.01 0.04
H -3.654 2.743 -4.458 0.00 0.00 0.00
H -3.072 1.968 -6.738 0.01 0.00 0.00
H -1.310 0.252 -7.034 0.00 0.00 0.00
H -0.169 -0.692 -5.087 0.00 0.04 -0.01
H 1.047 1.964 -3.248 0.00 0.00 0.00
H 3.347 2.390 -3.990 0.00 -0.01 0.00
H 5.039 0.578 -3.907 0.00 0.00 0.00
H 4.398 -1.667 -3.080 0.00 0.00 0.00
H 2.085 -2.102 -2.359 0.00 -0.01 0.01
O 1.449 -0.157 0.030 -0.17 0.02 -0.02
S 2.340 -0.328 1.257 -0.08 -0.02 -0.08
C 3.476 1.027 1.177 0.03 0.01 0.02
C 4.038 1.500 2.352 -0.01 0.01 0.01
C 4.924 2.564 2.284 -0.01 -0.01 -0.03
C 5.213 3.145 1.057 0.00 -0.01 0.01
C 4.621 2.671 -0.109 0.02 0.02 0.01
C 3.745 1.599 -0.057 0.01 0.00 0.00
C 3.387 -1.683 0.724 0.11 0.05 0.08
C 4.772 -1.622 0.739 -0.03 0.01 -0.04
C 5.500 -2.732 0.329 -0.02 -0.03 -0.02
C 4.845 -3.883 -0.087 0.01 0.04 0.00
C 3.456 -3.933 -0.086 -0.02 0.00 -0.01
C 2.719 -2.835 0.328 -0.03 -0.03 0.02
H 3.760 1.064 3.305 0.01 0.00 0.00
H 5.351 2.969 3.191 0.00 0.00 0.00
H 5.882 3.994 1.013 -0.01 0.00 -0.01
H 4.826 3.148 -1.059 0.00 0.00 0.01
H 3.256 1.223 -0.947 0.01 0.01 0.02
H 5.284 -0.718 1.043 -0.01 -0.01 0.01
H 6.581 -2.690 0.327 0.00 0.00 0.00
H 5.418 -4.742 -0.411 -0.01 0.00 0.00
H 2.939 -4.829 -0.409 0.01 0.00 0.00
H 1.634 -2.860 0.335 0.01 0.00 -0.02
```
Positions in Å, forces in eV/Å.

## Properties
HOMO level (alpha / beta) ... -7.1 / -7.1 eV
Energy above the lowest of the compared OMol25 structures with the same formula, charge and spin ... 34.1 kcal/mol
Frontier orbital gap (alpha / beta) ... 6.3384 / 6.3671 eV
E ... -7093.48513 Ha
<S²> ... 0.7554
Lowest unoccupied orbital energy (alpha / beta) ... -0.73 / -0.74 eV
Total charge ... 0
Multiplicity ... 2